No. 1
Molecular formula: C4H26FeO14
Method: DFT, wB97M-V/def2-TZVPD

Values from the calculation:
HOMO energy (alpha / beta) = -9.484 / -9.014 eV
<S²> = 6.006
E_LUMO (alpha / beta) = -0.31 / -0.37 eV
Kohn-Sham gap (alpha / beta) = 0.337 / 0.318 Eh
multiplicity = 5

Atoms and positions in Å:
Fe 1.14940 1.91482 0.50199
O 0.19434 -3.48328 2.82864
O 1.66073 -1.43068 -2.71090
O 1.60491 -3.29708 0.25127
O -0.09805 0.36645 1.31057
O -2.41829 -3.57162 -2.34080
O -0.59106 3.05874 -0.09645
O -4.44053 -0.36028 -1.50499
O -1.83531 -0.49371 -2.96704
O 2.24931 2.29523 -1.35912
O 2.16620 3.75960 0.24881
O 0.27295 0.33609 -0.83818
O 1.33019 2.43997 2.61811
O -1.68369 -0.33060 3.63005
O 2.05193 -0.94012 3.35835
C -0.25579 -0.20158 0.17266
C -1.08689 -1.43534 0.03517
C 2.56026 3.44113 -0.92358
C 3.30187 4.40233 -1.79033
H -1.19813 -0.15275 -2.31382
H -3.51977 -0.47311 -1.78314
H -0.73578 3.99294 0.08841
H -1.98343 -1.10045 -0.49415
H -2.66221 -3.85928 -3.22536
H 4.12264 4.87367 -1.23788
H 1.39168 -2.28656 -2.36483
H 3.73340 3.88759 -2.64268
H 1.53844 -0.60460 2.61663
H 0.88013 3.28039 2.75682
H -2.46041 -2.60792 -2.38394
H -0.76059 -3.60235 2.77655
H -1.45521 -1.85335 0.96725
H 1.82409 -1.87440 3.38926
H 0.40440 -3.64429 3.75474
H -2.07312 0.26548 -3.50939
H 1.28131 1.96222 3.45592
H 1.24861 -0.78791 -2.11369
H 1.36555 -4.13228 -0.16286
H -2.51412 0.15356 3.60529
H -1.31482 -0.24728 2.73529
H 0.99869 -3.21075 1.00206
H 2.68669 5.24331 -2.10881
H -4.92294 -0.20159 -2.32142
H -0.56461 -2.17796 -0.55964
H -1.44299 2.68761 -0.35083

No. 2
Molecular formula: C4H12S
Method: DFT, wB97M-V/def2-TZVPD

Values from the calculation:
HOMO energy = -8.552 eV
SMILES = CSC.CC
E_LUMO = 0.88 eV
Kohn-Sham gap = 0.347 Eh

Atoms and positions in Å:
S -0.30300 1.81362 2.81535
C 1.11811 -0.73180 -2.56271
C -1.65935 0.73457 2.18665
C 0.96883 0.55399 2.94691
C -0.27089 -0.62392 -3.21213
H 1.05221 0.02358 1.98578
H -1.79491 -0.02497 2.94370
H -0.25300 -0.93781 -4.25789
H 0.71337 -0.29510 3.57988
H -1.69249 0.44976 1.13693
H 1.81228 0.05464 -2.84944
H 1.94197 0.94541 3.22222
H -0.72658 0.36203 -3.19959
H -2.54686 1.38464 2.18600
H 1.49042 -1.73631 -2.74809
H -0.88339 -1.36524 -2.69550
H 1.03329 -0.60709 -1.47807

No. 3
Molecular formula: C3H3N2O2
Method: DFT, wB97M-V/def2-TZVPD

Values from the calculation:
total charge = -1
HOMO energy = -3.057 eV
E_LUMO = 3.60 eV
Kohn-Sham gap = 0.245 Eh

Atoms and positions in Å:
O 2.38633 1.13041 -2.84556
O 0.22999 1.33501 -3.17659
N 1.20117 0.92776 -2.50370
N 0.97606 0.52467 -1.29646
C -1.99991 -0.51325 3.25452
C 0.81557 -0.39234 -0.45999
C -1.21356 -0.55568 2.35525
H -2.69738 -0.50151 4.04007
H -0.52468 -0.53075 1.54708
H 0.82641 -1.42432 -0.91461

No. 4
Molecular formula: C6H5NO4
Method: DFT, wB97M-V/def2-TZVPD

Values from the calculation:
HOMO energy = -10.703 eV
SMILES = COC(=O)N1C(=O)C=CC1=O
E_LUMO = -1.13 eV
Kohn-Sham gap = 0.352 Eh

Atoms and positions in Å:
O 0.03044 1.14692 -1.39563
O -1.19092 -2.53757 0.28122
O 0.30778 -1.13088 -1.63424
O 0.07241 1.73226 1.29836
N -0.33498 -0.37885 0.30155
C 0.80187 1.40711 -2.60605
C -0.66087 -1.57548 0.84231
C -0.22077 0.56312 1.31748
C -0.57193 -1.45943 2.30523
C 0.03558 -0.15872 -0.96925
C -0.34101 -0.12728 2.57985
H -0.25473 0.34447 3.54677
H 1.75623 0.89164 -2.58336
H 0.31158 1.02253 -3.52559
H 0.95757 2.54856 -2.71508
H -0.69826 -2.28840 2.95644

No. 5
Molecular formula: C3H3NO
Method: DFT, wB97M-V/def2-TZVPD

Values from the calculation:
HOMO energy = -11.300 eV
SMILES = CC(=O)C#N
E_LUMO = -0.32 eV
Kohn-Sham gap = 0.403 Eh

Atoms and positions in Å:
O 0.46702 1.77898 -0.18126
N 2.48108 -0.94758 0.16442
C -0.97014 -0.14645 0.00066
C 0.33876 0.58834 -0.04775
C 1.54722 -0.27218 0.06796
H -1.10227 -0.69612 -0.93775
H -1.78281 0.57135 0.11815
H -0.97886 -0.87634 0.81559

No. 6
Molecular formula: C4H2F2O
Method: DFT, wB97M-V/def2-TZVPD

Values from the calculation:
HOMO energy (alpha / beta) = -9.433 / -9.431 eV
E_LUMO (alpha / beta) = -1.26 / -1.26 eV
Kohn-Sham gap (alpha / beta) = 0.300 / 0.300 Eh

Atoms and positions in Å:
F 1.01863 -0.28339 2.49078
F -1.76982 1.47330 -1.38385
O -1.70170 1.00451 0.65546
C 1.54184 -0.16221 1.30339
C -1.21137 0.78369 -0.41939
C -0.08620 -0.17449 -0.71343
C 0.85724 -0.57523 0.13766
H -0.15922 -0.74192 -1.69626
H 1.51060 -1.32427 -0.37435

For reference, energy above the lowest of the compared OMol25 structures with the same formula, charge and spin by record: 0.0, 10.5, 183.9, 0.6, 5.0, 72.1 kcal/mol.